Record 1
38
Properties=species:S:1:pos:R:3:forces:R:3:nbo_charge:R:1 method="wB97M-V/def2-TZVPD" lumo_energy_ev=-5.0 gap_ev=7.141 max_force_ev_per_a=2.904 charge=+1 energy_ha=-1513.0360
H -4.243928 -2.740764 -0.382201 0.601 0.899 0.061 0.261
O 0.796292 -2.385841 1.401905 -0.985 -0.044 -0.523 -0.484
N 2.854336 1.287455 0.052741 0.187 0.059 -0.113 -0.487
C -1.349282 -0.027596 0.019834 -2.105 -1.993 -0.175 -0.212
H 3.076710 1.402635 -1.985315 0.103 0.020 -0.038 0.191
C -1.754042 -4.016191 0.133785 -0.893 0.239 0.610 -0.550
H -2.659589 -4.507694 0.589171 0.769 0.375 -0.780 0.263
B -3.223348 1.898031 -0.276788 -0.949 2.033 -0.050 1.181
C 3.595873 1.517799 -1.039678 -0.296 -0.072 0.131 0.032
O -3.686145 2.428713 -1.493491 1.494 -1.340 1.158 -0.891
H -3.200473 3.248384 -1.699293 -0.821 0.026 0.159 0.523
C 0.492819 -1.795369 0.404091 1.457 -0.469 0.432 0.748
H 2.842553 1.228322 2.103944 0.092 0.006 0.036 0.194
O 1.514436 -1.383252 -0.446903 -2.715 0.708 0.722 -0.651
H 5.234188 1.878950 2.365166 -0.050 -0.019 -0.021 0.232
H 5.482346 2.049630 -1.916874 -0.050 -0.015 0.015 0.232
C -1.271354 -4.706417 -1.188318 1.203 -0.081 0.295 0.546
C 5.539092 2.013634 0.236571 0.109 0.027 0.017 -0.147
C -1.878657 3.177904 1.172789 1.226 0.118 0.517 -0.271
C 3.464878 1.422816 1.236976 -0.342 -0.095 -0.108 0.037
N -3.691275 -0.655349 -0.347990 1.599 -0.822 0.316 -0.433
H 6.582673 2.295654 0.308378 -0.046 -0.016 -0.004 0.229
H 1.324971 -0.425545 -0.595539 0.803 -0.394 -0.348 0.502
C -2.052478 -2.497088 -0.005663 -0.658 2.141 -0.371 0.005
C 4.931604 1.878547 -1.001596 -0.002 0.008 0.060 -0.251
O -3.228093 2.739452 0.857501 1.283 -1.002 -1.352 -0.724
O -0.102217 -4.878856 -1.331138 -0.855 0.172 -0.101 -0.456
H -4.656924 -0.361727 -0.514161 0.357 -0.267 0.014 0.453
C -2.740952 0.342201 -0.199432 1.295 -1.004 0.265 -0.038
C -1.006629 -1.469408 0.120553 -1.137 1.577 -0.824 0.004
H -0.595431 0.790404 0.122072 -0.630 -1.023 -0.059 0.267
Cl -2.383100 -5.293003 -2.484794 0.081 0.667 1.123 -0.040
C -3.416399 -2.006868 -0.263285 2.318 -0.213 0.458 0.097
H -0.928932 -4.157071 0.888879 -0.699 0.211 -1.019 0.300
H -1.817355 4.282225 1.361435 -0.518 -1.017 -0.291 0.227
H -1.474683 2.673683 2.098525 -0.570 0.341 -0.982 0.203
C 4.793587 1.782599 1.381891 0.008 0.017 -0.092 -0.250
H -1.165074 2.969001 0.316250 -0.662 0.243 0.860 0.159



Record 2
35
Properties=species:S:1:pos:R:3:forces:R:3:nbo_charge:R:1 method="wB97M-V/def2-TZVPD" lumo_energy_ev=0.0 gap_ev=5.151 max_force_ev_per_a=6.675 charge=-1 energy_ha=-7820.2405
H -0.656246 -5.412369 0.175262 0.009 0.032 0.050 0.231
C 0.166567 -4.830452 0.572967 0.240 0.053 -0.411 -0.237
H 1.233336 -3.599401 3.656592 -0.040 -0.014 -0.028 0.231
Br -3.743333 4.021344 -2.479588 0.683 -0.893 -0.133 -0.069
H 0.476282 2.154727 -3.684093 1.292 -1.600 2.136 0.211
H -2.088447 3.708481 2.049265 -0.157 -2.291 -1.121 0.243
C 1.261295 -3.780269 2.589000 0.425 0.236 -0.072 -0.234
C -2.601627 3.021884 -1.160935 -0.010 -1.671 1.033 -0.704
H -2.530603 1.902289 -1.569123 -0.315 2.443 0.787 0.224
C 2.189326 0.041305 -0.543443 -0.995 1.160 -0.790 -0.297
C 2.398231 -0.419421 -2.089038 -2.461 3.870 1.831 -0.047
C 1.151090 -4.366021 -0.202496 -0.418 -0.253 0.057 -0.206
C 1.290482 1.333446 -0.014893 0.776 -1.803 -6.380 -0.246
H -2.983322 2.074482 2.380038 1.224 1.115 -1.554 0.204
C -2.359113 2.665216 1.572911 -1.213 0.457 0.407 -0.652
C 0.149629 -4.572371 2.026349 -0.661 -0.274 0.468 0.473
C 2.245819 -3.315838 1.813537 -0.226 -0.051 0.440 -0.212
C -3.362071 2.921038 0.295999 0.323 -2.109 -1.085 -0.260
Ga -0.652296 3.811512 -1.012632 0.101 0.071 -0.775 0.879
H 3.068632 -2.733921 2.211241 -0.019 0.000 -0.055 0.232
H -0.365698 4.494543 0.406429 0.007 -0.217 -0.033 -0.312
O -0.750042 -4.998765 2.737187 0.562 0.232 -0.412 -0.497
Br -4.496115 4.563835 0.472744 0.474 -0.906 1.198 -0.042
N 1.786609 0.372858 -3.193375 -0.698 1.101 5.164 -0.469
H -0.396098 4.878241 -2.217629 -0.071 -0.375 0.226 -0.302
C 0.607349 2.146694 -1.308391 3.001 -4.139 0.348 -0.426
H 2.732595 -0.610349 0.289659 -1.199 1.450 -2.016 0.197
C 0.964066 1.544156 -2.778605 0.731 -0.874 1.932 -0.023
H -1.432382 2.012225 1.282837 -1.721 1.458 0.380 0.234
H 1.179050 -4.546889 -1.270089 0.024 0.060 0.024 0.234
H -4.080511 1.971679 0.219939 1.151 2.367 0.369 0.202
C 2.262757 -3.573920 0.360155 0.713 0.398 -0.644 0.470
H 1.137794 1.635944 1.104524 0.447 -0.720 -2.410 0.230
O 3.162428 -3.147525 -0.350684 -0.574 -0.448 0.553 -0.483
H 3.034567 -1.368390 -2.341617 -1.406 2.137 0.514 0.222



Record 3
39
Properties=species:S:1:pos:R:3:forces:R:3:nbo_charge:R:1 method="wB97M-V/def2-TZVPD" lumo_energy_ev=3.3 gap_ev=3.549 max_force_ev_per_a=0.944 charge=-2 energy_ha=-3752.6311
H -2.293430 2.219424 0.732372 0.196 0.215 0.015 0.213
H -1.707250 0.080608 0.472805 -0.211 0.386 -0.099 0.213
H -0.817536 -2.182607 2.839940 -0.010 -0.078 0.096 0.175
C -0.882707 0.338154 -0.198919 0.249 -0.290 0.253 -0.444
C 1.087044 -1.940825 1.934673 0.044 0.020 -0.016 0.414
Br 0.753935 2.426804 -3.129728 -0.014 0.008 -0.087 -0.040
O -0.601701 -4.717116 3.561394 -0.037 0.018 0.008 -0.680
C 2.184346 1.305896 -0.454220 0.093 0.095 -0.095 -0.620
C 0.262174 -4.050884 2.975371 0.132 -0.020 -0.047 0.429
H -2.466640 1.408003 -2.780451 0.235 0.117 -0.262 0.392
C 1.628639 -4.730942 2.626851 0.020 -0.007 0.011 0.415
C -0.752562 -0.831235 -1.174656 -0.384 0.068 -0.079 -0.515
O -2.942205 4.874706 -2.348637 -0.256 0.256 0.291 -0.268
H -1.297524 -1.707036 -0.825078 0.253 -0.116 0.142 0.250
C -1.512125 -0.354683 -2.395128 0.179 0.033 -0.204 0.698
N -3.308203 3.988268 -1.681877 0.462 -0.361 -0.143 0.360
O -1.954555 -1.016004 -3.314811 -0.030 0.015 0.050 -0.635
C 1.185566 2.452657 -0.302691 0.071 0.001 -0.168 -0.433
C -1.182642 1.590651 -1.039330 -0.331 -0.263 -0.844 0.048
H -0.341075 3.560483 -1.280010 0.009 0.040 -0.109 0.217
N -1.683716 1.004311 -2.289977 -0.361 -0.069 0.476 -0.639
H 1.730465 0.327508 -0.582493 0.023 -0.005 0.104 0.246
H 2.849199 1.495164 -1.298670 -0.055 -0.006 -0.049 0.192
H 0.269128 -1.143971 -1.387544 0.027 0.108 -0.098 0.261
C 2.567923 -3.980871 1.882834 0.071 -0.109 -0.004 -0.573
H 1.741166 3.391612 -0.385118 -0.060 0.053 0.133 0.196
O 0.956001 -0.723271 1.654671 0.077 0.026 0.140 -0.769
C -2.343985 2.344436 -0.347996 -0.159 -0.175 0.408 -0.098
C 0.034087 2.544189 -1.311446 0.105 -0.008 0.659 -0.201
O 1.821069 -5.897025 3.010281 -0.079 0.002 -0.002 -0.692
O 3.220065 -1.970827 0.829180 0.026 -0.021 -0.034 -0.715
O -2.422342 3.753328 -0.611029 -0.025 0.106 -0.446 -0.403
H -0.036514 0.440360 0.474547 -0.009 -0.156 -0.103 0.316
H 3.481762 -4.500255 1.605765 0.042 0.093 -0.016 0.180
H 2.798388 1.225762 0.440594 -0.058 -0.086 0.049 0.243
C 0.111613 -2.694094 2.595796 -0.103 0.122 -0.049 -0.570
C 2.405039 -2.640827 1.493929 -0.118 -0.002 0.035 0.419
H -3.275059 1.883423 -0.685789 -0.019 -0.012 0.082 0.200
H 0.734163 2.426727 0.694595 0.004 0.004 0.000 0.219



Record 4
51
Properties=species:S:1:pos:R:3:forces:R:3:nbo_charge:R:1 method="wB97M-V/def2-TZVPD" lumo_energy_ev=0.1 gap_ev=8.245 max_force_ev_per_a=0.458 charge=0 energy_ha=-5108.8483 relative_energy_kj_mol=0.0
O 3.539041 -0.462801 0.469640 0.002 -0.174 0.127 -1.057
H 1.067353 -1.824188 -3.068301 0.016 -0.004 0.004 0.244
N -7.165222 0.372937 1.169946 -0.037 0.012 -0.037 -0.793
C -5.848339 0.340907 0.744439 0.038 0.000 0.007 0.192
C -3.772553 1.480373 0.286003 -0.010 0.006 -0.013 -0.152
H -0.449655 -2.475632 -2.445706 -0.011 0.000 -0.001 0.276
N 0.612013 -0.648864 2.083201 0.187 0.401 -0.121 -0.669
S 4.481054 0.629199 0.190667 -0.062 0.085 -0.137 2.266
H 3.581510 -2.483214 -2.394914 -0.002 0.005 0.004 0.242
Te 1.537289 -3.271638 -0.865664 0.075 0.051 -0.069 0.460
C 1.993386 3.219369 -1.809177 0.110 0.091 -0.066 0.761
C 0.075681 0.441839 4.102681 -0.059 -0.009 -0.045 -0.366
O -1.123127 1.623601 -0.955720 -0.282 0.053 0.034 -0.952
C -3.235439 0.299478 -0.203288 0.022 0.042 0.027 -0.327
S -1.593830 0.272485 -0.824732 0.117 -0.122 0.004 2.333
H 4.199964 -3.049264 -0.829369 0.006 -0.013 -0.002 0.243
H -7.427026 1.137421 1.768221 0.003 -0.006 0.017 0.382
C 3.517077 -3.266550 -1.646102 -0.035 -0.038 0.016 -0.863
H -3.161919 2.372329 0.297234 0.005 0.002 -0.001 0.246
H 1.871529 -0.695085 3.706524 0.014 0.019 -0.008 0.210
O 5.349521 1.023501 1.242989 0.024 0.004 0.039 -0.879
F 0.736254 3.297939 -2.180153 -0.106 0.004 -0.015 -0.277
F 6.512181 0.814926 -1.441735 0.032 0.045 -0.006 -0.296
C -5.292297 -0.843530 0.251806 0.001 0.001 -0.007 -0.285
H -5.891618 -1.745745 0.227741 0.000 -0.004 0.003 0.209
H -7.577311 -0.506644 1.429519 0.003 -0.002 0.017 0.381
H -3.572492 -1.771945 -0.625358 0.003 -0.006 -0.001 0.229
C 5.580257 -0.065433 -1.113505 -0.014 0.002 0.037 0.726
O 1.507318 1.900638 0.486842 0.076 0.152 0.090 -0.919
C -5.072512 1.503804 0.750304 0.001 -0.008 0.000 -0.272
N 3.795646 1.812823 -0.574662 0.164 -0.044 0.194 -1.202
F 2.770673 3.118429 -2.882211 0.013 -0.033 -0.035 -0.301
F 4.871035 -0.373314 -2.196942 -0.044 -0.007 -0.063 -0.312
H -5.499305 2.428689 1.119626 -0.001 0.001 0.004 0.209
N -1.410494 0.608426 2.224306 0.006 -0.086 0.090 -0.496
C -3.995741 -0.860764 -0.223721 -0.001 -0.010 -0.006 -0.157
H -1.789532 1.512491 4.018290 -0.003 0.002 -0.005 0.198
C 0.923818 -0.327037 3.332168 -0.095 -0.048 0.048 0.124
O -1.593159 -0.576953 -1.989875 0.038 0.006 -0.009 -0.978
H 3.739633 -4.236335 -2.080329 -0.005 0.001 -0.003 0.231
C -0.546687 -0.155402 1.553035 0.054 -0.022 -0.027 0.573
F 6.165422 -1.172491 -0.657270 0.019 -0.051 0.033 -0.311
C 0.582879 -2.716322 -2.680815 0.040 -0.030 -0.021 -0.850
H 0.313198 0.707556 5.120520 0.001 -0.002 0.003 0.233
S 2.233341 1.739743 -0.740877 -0.279 -0.018 -0.066 2.212
Zn 1.434918 -0.834858 0.152877 -0.263 -0.190 -0.228 1.542
H 0.655721 -3.546701 -3.377086 -0.008 0.006 0.001 0.226
C -1.087018 0.885567 3.478275 0.066 -0.006 0.046 0.137
F 2.332000 4.304551 -1.125305 0.005 0.032 0.046 -0.298
O 1.791086 0.589746 -1.531812 0.066 -0.215 0.128 -1.001
N -0.665545 -0.528037 0.257757 0.109 0.126 -0.030 -1.072



Record 5
43
Properties=species:S:1:pos:R:3:forces:R:3:nbo_charge:R:1 method="wB97M-V/def2-TZVPD" lumo_energy_ev=-2.0 gap_ev=7.790 max_force_ev_per_a=1.187 charge=0 energy_ha=-2045.9751 smiles="C[C@@H](O)COC1=C(S(=O)(=O)C(F)(F)C(F)(F)F)C(=O)C(CN)=C([C@@H](C)F)C1=O"
O 1.031428 1.391771 -0.539482 -0.232 -0.536 -0.179 -0.491
H -3.163776 -3.480141 -0.330225 -0.086 -0.171 -0.209 0.356
C -3.803352 1.379513 -1.050249 -0.105 -0.319 0.285 -0.641
H -3.026125 1.935339 -0.543831 0.231 0.214 0.011 0.210
O 3.522692 1.903414 -3.063600 0.020 0.165 0.287 -0.713
H -2.297222 -4.129009 0.889500 0.168 -0.046 -0.029 0.376
C -2.195387 -0.477304 -0.464652 0.156 -0.299 0.413 -0.128
F 3.243317 0.677599 4.086598 -1.038 0.551 0.068 -0.299
H -3.900192 -1.743065 1.278025 -0.218 0.260 -0.045 0.200
C -1.935283 -1.384092 0.487066 0.036 0.392 -0.050 0.003
C 0.451382 -0.548175 0.624006 0.015 -0.067 0.207 -0.500
C 1.557637 1.574651 -1.878248 0.260 0.195 -0.512 -0.084
H 0.979632 1.046793 -2.624668 -0.304 -0.106 0.076 0.206
H 2.905236 -0.559290 -3.330472 -0.103 -0.004 -0.244 0.207
C 0.215484 0.355734 -0.340518 0.507 -0.025 0.135 0.355
C -3.570438 -0.127822 -0.939194 -0.062 0.592 -0.171 0.181
H -2.581170 -2.299073 2.256519 0.013 -0.172 0.270 0.220
C 1.655822 1.254928 2.438741 0.148 0.545 -0.338 0.374
C 2.033974 1.272567 3.942706 0.405 0.032 0.370 0.925
O -1.192129 0.709083 -2.233684 0.094 0.142 0.226 -0.483
O 3.099248 -0.406018 0.967298 -0.329 0.304 -0.381 -0.896
C 3.124686 -0.354992 -2.288491 0.177 0.242 0.616 -0.642
C 3.008846 1.126306 -1.983463 -0.515 0.105 -0.303 0.067
F 0.385045 1.679715 2.267161 0.272 -0.089 0.316 -0.307
F -3.765849 -0.719764 -2.179530 -0.091 -0.242 -0.359 -0.357
F 2.132453 2.561318 4.344766 -0.119 -0.992 -0.118 -0.302
O 1.743924 -1.406220 2.738730 -0.595 0.324 0.071 -0.884
H 1.499260 2.626494 -2.115255 -0.032 0.315 0.198 0.214
H 3.974687 1.302906 -3.650753 0.275 -0.092 -0.312 0.472
C -2.932210 -2.219483 1.235621 0.059 -0.295 -0.129 -0.263
H 4.119022 -0.696863 -2.031245 0.251 -0.219 -0.127 0.228
N -3.099581 -3.556753 0.673741 -0.075 0.130 0.152 -0.802
C -1.066530 0.226442 -1.134231 -0.332 -0.023 -0.435 0.543
C -0.503491 -1.671173 0.820079 0.034 -0.405 -0.043 0.527
H 2.435483 -0.915723 -1.671227 -0.161 -0.240 0.148 0.219
H -4.327527 -0.544321 -0.292266 -0.030 -0.290 0.268 0.180
F 2.486902 2.109000 1.805145 -0.362 -0.382 0.308 -0.290
S 1.862280 -0.448790 1.685070 1.004 -0.628 0.084 2.133
H -4.736827 1.643408 -0.572937 -0.296 0.088 -0.012 0.219
O -0.159336 -2.776867 1.172142 -0.061 0.429 0.041 -0.475
F 1.115926 0.644175 4.693571 0.671 0.475 -0.463 -0.293
H 3.510947 1.383308 -1.057570 0.263 -0.001 0.184 0.188
H -3.838886 1.660472 -2.090696 0.090 0.142 -0.276 0.248



Record 6
37
Properties=species:S:1:pos:R:3:forces:R:3:nbo_charge:R:1 method="wB97M-V/def2-TZVPD" lumo_energy_ev=0.2 gap_ev=9.636 max_force_ev_per_a=18.144 charge=0 energy_ha=-1773.5020 relative_energy_kj_mol=1236.0
C -0.811025 4.145258 -3.122527 2.776 -8.081 -2.399 -0.364
C -1.960288 0.160879 -0.693327 0.029 0.905 -7.192 -0.237
H -1.683638 1.203921 -0.560057 -0.525 0.108 0.458 0.232
H 3.980765 -1.360942 6.471938 1.740 6.127 3.452 0.202
H 1.155796 1.417320 -4.124831 -1.275 2.170 1.776 0.246
C 2.486875 -1.937136 4.981095 0.455 -4.105 8.104 -0.064
C 0.296447 -2.343302 4.272050 -6.258 -0.003 -4.622 -0.219
S -1.242620 0.026368 -3.295188 -0.764 -7.805 -5.973 2.259
H -2.974728 -0.021406 -1.318840 2.006 0.774 2.203 0.279
H -0.738588 -2.841498 4.457979 1.644 1.211 -0.989 0.219
H 4.590530 -2.526341 5.625987 -2.243 -0.017 0.573 0.223
H -2.240272 -1.822666 0.206808 1.523 2.479 -0.238 0.244
H 2.003204 -0.428571 2.200626 0.539 1.181 -0.648 0.287
C -1.746763 -0.687962 0.381140 -10.240 -5.783 2.428 -0.479
C 1.175043 -2.601959 5.109038 7.850 -0.572 7.127 -0.196
C 1.792574 -0.890558 3.123878 4.189 3.039 -1.788 -0.275
H 1.203887 -3.145230 6.120267 -1.027 0.397 -1.927 0.229
F 3.988652 -0.704956 3.773535 0.557 1.029 0.916 -0.315
O -0.391104 -0.873135 -4.271886 -2.558 3.654 4.082 -0.899
C 0.377851 3.522765 -3.639601 2.003 6.136 1.456 -0.201
C -0.714945 -0.825959 1.215765 10.897 7.444 -7.676 0.610
H -2.622058 -0.461016 1.078939 0.473 0.184 -0.338 0.251
O -2.740340 -0.105439 -3.561504 4.208 1.316 1.379 -0.904
C -0.694954 1.588582 -3.442055 -10.890 -4.944 1.567 -0.645
H -1.303411 -1.940142 2.536805 0.069 -0.276 0.981 0.384
H -0.078427 -0.403150 -1.369299 2.017 -0.010 0.096 0.452
S -1.865664 2.614450 -3.114954 -4.953 6.293 1.920 0.495
C 0.705608 -1.523176 3.119920 -9.234 -3.107 1.410 0.167
H 1.492302 4.288559 -3.911689 -3.829 -2.864 0.867 0.233
C 2.745247 -1.034705 4.156046 0.099 1.925 -6.814 0.368
H -0.981606 5.134212 -3.185793 -1.346 3.031 0.200 0.228
O 0.385251 -0.227311 0.741286 -2.368 -0.833 0.238 -0.759
C 0.331512 2.149296 -3.587074 17.082 1.712 -5.872 -0.238
C 3.569617 -2.131873 6.100923 -1.950 -9.698 -3.499 -0.596
H 3.164305 -3.021937 6.848936 1.372 2.682 -1.556 0.205
N -0.533852 -1.341898 2.280392 0.610 -5.642 8.718 -0.508
N -0.959955 -0.331964 -1.792751 -2.680 -0.055 1.581 -0.912